The following is a DFT calculation (ωB97M-V/def2-TZVPD) of C22H38P2Ru as an isolated structure.

Each line ends with the Löwdin charge.
CARTESIAN COORDINATES (ANGSTROEM)
P (0.546, -0.188, -5.224)  0.928
P (-3.118, -1.452, -4.157)  0.979
C (-0.818, -1.124, -6.136)  -0.268
C (-2.313, -0.822, -5.851)  -0.248
H (-0.621, -2.218, -6.095)  0.109
H (-0.588, -0.814, -7.183)  0.119
H (-2.517, 0.265, -5.957)  0.095
H (-2.925, -1.329, -6.638)  0.116
C (-3.290, -3.222, -4.474)  -0.153
H (-3.609, -3.671, -3.528)  0.080
H (-2.400, -3.744, -4.841)  0.070
H (-4.083, -3.345, -5.221)  0.074
C (-4.754, -0.736, -4.346)  -0.171
H (-5.296, -1.310, -5.115)  0.076
H (-4.683, 0.329, -4.609)  0.079
H (-5.228, -0.867, -3.362)  0.073
C (2.032, -0.735, -6.064)  -0.151
H (2.896, -0.262, -5.578)  0.086
H (1.904, -0.336, -7.078)  0.073
H (2.121, -1.829, -6.085)  0.081
C (0.429, 1.537, -5.682)  -0.138
H (-0.587, 1.933, -5.630)  0.067
H (0.815, 1.556, -6.706)  0.074
H (1.104, 2.077, -5.001)  0.090
Ru (0.163, -0.205, -0.875)  1.342
C (-2.805, -1.002, -2.359)  -0.362
C (-1.534, -1.693, -1.882)  -0.280
C (-0.577, -2.050, -2.969)  -0.291
C (0.830, -1.443, -2.837)  -0.223
C (0.925, -0.027, -3.520)  -0.436
C (-0.023, 0.924, -2.736)  -0.296
C (-1.469, 0.866, -3.197)  -0.267
C (-2.504, 0.492, -2.144)  -0.186
C (1.707, 0.901, -0.224)  -0.251
H (-3.708, -1.365, -1.872)  0.123
H (-1.666, -2.478, -1.134)  0.091
H (-0.964, -1.713, -3.939)  0.008
H (-0.591, -3.149, -3.097)  0.129
H (1.216, -1.528, -1.756)  0.100
H (1.520, -2.107, -3.352)  0.120
H (1.931, 0.392, -3.418)  0.133
H (0.278, 1.974, -2.718)  0.103
H (-1.450, 0.073, -3.945)  -0.002
H (-1.816, 1.694, -3.847)  0.126
H (-2.070, 0.686, -1.142)  0.078
H (-3.367, 1.206, -2.186)  0.134
H (1.358, 1.758, 0.383)  0.028
H (2.255, 1.261, -1.107)  0.000
H (2.357, 0.264, 0.410)  0.028
C (-0.916, -0.713, 0.770)  -0.220
C (-0.333, -0.184, 2.029)  -0.329
C (-0.715, 1.073, 2.520)  -0.049
C (-0.204, 1.527, 3.740)  -0.052
C (0.668, 0.710, 4.464)  -0.051
C (1.060, -0.546, 3.974)  -0.052
C (0.551, -0.992, 2.757)  -0.053
H (-0.860, -1.805, 0.713)  0.068
H (-1.908, -0.335, 0.561)  0.065
H (-1.420, 1.664, 1.936)  0.115
H (-0.503, 2.498, 4.118)  0.113
H (1.092, 1.068, 5.399)  0.115
H (1.745, -1.190, 4.544)  0.121
H (0.809, -1.975, 2.345)  0.120

Its total energy is -44568.016 eV. The calculation puts the LUMO energy (alpha / beta) at -5.181 / -7.231 eV. As for the expectation value of S²: 6.0258. As for the charge: +2. The calculation puts the HOMO-LUMO gap (alpha / beta) at 7.39 / 5.89 eV. The calculation puts the relative energy (zero: lowest compared OMol25 entry of this formula, charge and spin) at 1.1095 eV. As for the HOMO energy (alpha / beta): -12.6 / -13.1 eV. The value obtained for the largest force on an atom is 3.67 eV/A. The spin multiplicity is 5.

***

The following is a DFT calculation (ωB97M-V/def2-TZVPD) of C8H36AlB5O4S2 as an isolated structure.

Each line ends with the Löwdin charge.
CARTESIAN COORDINATES (ANGSTROEM)
Al (-0.063, -0.328, 0.690)  -0.598
B (-2.096, -1.464, 0.620)  -0.567
H (-1.415, -2.166, 1.075)  0.003
H (-2.272, -0.604, 1.247)  -0.007
H (-1.664, -1.173, -0.325)  0.036
H (-3.056, -1.910, 0.406)  0.031
B (1.539, -1.184, 2.105)  -0.385
H (2.077, -0.307, 2.428)  -0.005
H (0.489, -1.028, 2.295)  -0.049
H (1.734, -1.156, 1.044)  -0.068
H (2.004, -2.056, 2.540)  0.040
B (-0.003, 1.687, 0.045)  -0.444
H (-0.883, 1.653, 0.668)  0.024
H (0.200, 2.674, -0.341)  0.034
H (0.884, 1.348, 0.558)  0.057
H (-0.107, 1.045, -0.816)  0.033
B (0.475, -2.312, -0.075)  -0.346
H (0.353, -1.600, -0.877)  0.029
H (0.524, -3.329, -0.432)  0.019
H (1.341, -2.133, 0.543)  -0.043
H (-0.403, -2.195, 0.542)  -0.005
B (-1.103, -0.825, 2.651)  -0.413
H (-0.662, -1.666, 2.138)  0.019
H (-0.845, -1.103, 3.661)  0.032
H (-0.729, 0.150, 2.379)  0.076
H (-2.168, -0.851, 2.482)  0.021
C (-3.305, 1.968, -2.421)  -0.187
C (-4.087, 0.682, -2.158)  -0.237
C (-3.547, -0.087, -1.009)  -0.228
S (-2.441, 1.055, -0.061)  0.937
O (-1.337, 0.317, 0.540)  -0.448
O (-3.315, 1.941, 0.700)  -0.254
C (-1.952, 1.855, -1.618)  -0.175
H (-3.848, 2.884, -2.187)  0.095
H (-3.222, 2.120, -3.497)  0.092
H (-4.239, 0.086, -3.058)  0.105
H (-5.107, 0.988, -1.924)  0.099
H (-2.949, -0.964, -1.257)  0.085
H (-4.295, -0.499, -0.332)  0.103
H (-1.236, 1.116, -1.976)  0.115
H (-1.351, 2.712, -1.313)  0.080
C (4.496, -0.098, 0.370)  -0.161
C (4.364, 1.297, -0.233)  -0.224
C (2.847, 1.518, -0.485)  -0.192
S (2.182, -0.110, -1.094)  0.953
O (2.390, -0.008, -2.570)  -0.318
O (0.856, -0.199, -0.470)  -0.381
C (3.458, -1.103, -0.344)  -0.188
H (4.459, -0.186, 1.455)  0.114
H (5.412, -0.477, -0.084)  0.091
H (4.758, 1.504, -1.228)  0.098
H (4.800, 2.036, 0.440)  0.104
H (2.515, 2.399, -1.034)  0.109
H (2.500, 1.583, 0.546)  0.094
H (3.925, -1.559, -1.217)  0.096
H (3.117, -1.938, 0.267)  0.097

Its total energy is -48679.078 eV. The calculation puts the LUMO energy at 4.446 eV. As for the charge: -2. The calculation puts the HOMO-LUMO gap at 2.97 eV. The calculation puts the relative energy (zero: lowest compared OMol25 entry of this formula, charge and spin) at 26.6240 eV. As for the HOMO energy: 1.5 eV. The value obtained for the largest force on an atom is 18.47 eV/A. The spin multiplicity is 1.

***

The following is a DFT calculation (ωB97M-V/def2-TZVPD) of C31H31BBrCl5N5OS2SbTc as an isolated structure.

Each line ends with the Löwdin charge.
CARTESIAN COORDINATES (ANGSTROEM)
Tc (-1.127, 0.634, 0.644)  1.161
Cl (-4.858, -3.059, 5.455)  0.688
C (-4.122, -2.484, 4.009)  -0.718
C (-2.985, -1.690, 4.071)  -0.726
Cl (-2.275, -1.276, 5.583)  0.712
C (-2.412, -1.239, 2.895)  -0.562
Cl (-0.928, -0.299, 2.928)  0.773
C (-2.921, -1.519, 1.618)  -0.490
O (-2.366, -1.062, 0.525)  -0.332
C (-4.067, -2.338, 1.586)  -0.602
Cl (-4.711, -2.727, 0.040)  0.745
C (-4.652, -2.808, 2.755)  -0.688
Cl (-6.057, -3.795, 2.663)  0.705
C (0.879, -3.588, -2.089)  -0.049
N (0.711, -2.384, -2.896)  -0.144
C (1.718, -1.713, -3.497)  -0.081
C (1.155, -0.638, -4.135)  -0.113
N (-0.175, -0.646, -3.909)  -0.019
B (-1.170, 0.458, -4.466)  -0.430
N (-0.877, 1.822, -3.733)  -0.002
C (-0.230, 2.884, -4.336)  -0.044
C (-0.311, 3.951, -3.514)  -0.032
N (-1.012, 3.540, -2.399)  -0.097
C (-1.515, 4.451, -1.376)  -0.004
C (-1.316, 2.232, -2.527)  -0.631
S (-2.171, 1.227, -1.394)  0.726
C (-0.481, -1.741, -3.153)  -0.799
S (-1.981, -2.242, -2.610)  0.572
H (1.576, -4.258, -2.588)  0.091
H (-0.087, -4.066, -1.974)  0.048
H (1.258, -3.316, -1.105)  0.044
H (2.745, -2.031, -3.428)  0.116
H (1.627, 0.133, -4.722)  0.118
H (-0.886, 0.637, -5.627)  0.074
H (-2.291, 0.101, -4.274)  0.049
H (0.191, 2.795, -5.323)  0.126
H (0.039, 4.964, -3.623)  0.129
H (-0.728, 5.144, -1.092)  0.098
H (-1.814, 3.880, -0.508)  0.046
H (-2.370, 4.997, -1.771)  0.105
C (0.663, -0.270, 0.006)  -0.190
C (1.826, 0.563, -0.381)  -0.290
C (2.929, 0.687, 0.467)  -0.032
C (4.009, 1.486, 0.131)  -0.019
C (4.008, 2.181, -1.077)  -0.229
C (2.918, 2.065, -1.939)  -0.012
C (1.847, 1.266, -1.588)  -0.043
C (5.128, 3.012, -1.442)  -0.179
N (6.019, 3.678, -1.737)  0.157
H (0.947, -0.960, 0.804)  0.007
H (0.302, -0.866, -0.835)  0.053
H (2.929, 0.161, 1.416)  0.114
H (4.854, 1.579, 0.801)  0.123
H (2.914, 2.611, -2.875)  0.121
H (0.993, 1.194, -2.248)  0.087
C (1.139, -5.715, 1.625)  -0.350
Sb (0.235, -3.774, 1.847)  1.273
C (-0.695, -4.238, 3.728)  -0.339
C (2.001, -2.925, 2.744)  -0.351
H (1.698, -5.967, 2.528)  0.004
H (1.821, -5.722, 0.771)  -0.006
H (0.368, -6.469, 1.457)  0.001
H (-0.128, -5.032, 4.217)  0.008
H (-1.727, -4.561, 3.587)  0.002
H (-0.687, -3.353, 4.365)  -0.027
H (2.135, -3.354, 3.739)  0.007
H (1.924, -1.841, 2.832)  -0.036
H (2.872, -3.170, 2.132)  0.005
Br (0.254, 6.767, 3.199)  0.744
C (-0.040, 5.050, 2.452)  -0.696
C (0.915, 4.494, 1.616)  -0.125
C (0.692, 3.241, 1.061)  -0.104
C (-0.469, 2.502, 1.326)  -0.329
C (-1.395, 3.103, 2.190)  -0.158
C (-1.203, 4.364, 2.748)  -0.130
H (1.825, 5.039, 1.394)  0.106
H (1.449, 2.852, 0.393)  0.072
H (-2.324, 2.590, 2.439)  0.093
H (-1.945, 4.800, 3.404)  0.104

Its total energy is -205885.225 eV. The calculation puts the LUMO energy (alpha / beta) at -1.772 / -2.047 eV. As for the expectation value of S²: 3.8123. The calculation puts the HOMO-LUMO gap (alpha / beta) at 4.75 / 4.47 eV. The calculation puts the relative energy (zero: lowest compared OMol25 entry of this formula, charge and spin) at 2.4198 eV. As for the HOMO energy (alpha / beta): -6.5 / -6.5 eV. The value obtained for the largest force on an atom is 1.93 eV/A. The spin multiplicity is 4.

***

The following is a DFT calculation (ωB97M-V/def2-TZVPD) of a 5-piece molecular cluster, C29H56BN6O10 overall.

Each line ends with the Löwdin charge.
CARTESIAN COORDINATES (ANGSTROEM)
C (-1.430, -1.512, 0.236)  0.151
C (-0.944, -0.471, -0.086)  -0.096
C (-0.340, 0.741, -0.616)  -0.245
C (0.836, 1.142, 0.323)  -0.052
C (1.326, 2.617, 0.156)  -0.228
C (0.816, 3.459, 1.351)  -0.106
C (1.715, 4.601, 1.862)  -0.136
C (0.874, 5.611, 2.710)  -0.070
C (-0.232, 4.889, 3.406)  -0.522
O (-0.080, 4.185, 4.369)  0.115
O (-1.467, 5.045, 2.838)  0.075
B (2.932, 2.501, 0.218)  -0.628
O (3.723, 2.882, -0.862)  0.164
O (3.549, 2.035, 1.317)  0.247
N (0.847, 3.199, -1.139)  -0.003
C (1.251, 4.618, -1.352)  -0.093
C (0.792, 5.167, -2.718)  -0.045
C (-0.369, 6.144, -2.716)  -0.506
O (-1.012, 6.294, -3.711)  0.159
O (-0.618, 6.900, -1.607)  0.106
C (-0.642, 3.069, -1.380)  -0.050
C (-1.323, 1.930, -0.626)  -0.231
C (-2.662, 1.605, -1.330)  -0.081
C (-3.817, 2.206, -0.523)  -0.412
C (-4.697, 1.293, 0.260)  -0.037
N (-4.017, 3.465, -0.491)  0.160
H (-1.780, -2.492, 0.466)  0.052
H (0.060, 0.585, -1.622)  0.153
H (1.657, 0.452, 0.146)  0.093
H (0.501, 0.961, 1.339)  0.135
H (-0.128, 3.925, 1.058)  0.114
H (0.587, 2.823, 2.198)  0.129
H (2.506, 4.241, 2.513)  0.123
H (2.182, 5.184, 1.072)  0.111
H (1.549, 6.102, 3.404)  0.131
H (0.493, 6.388, 2.051)  0.119
H (-1.841, 4.182, 2.566)  0.074
H (3.939, 2.105, -1.393)  0.127
H (2.949, 1.693, 1.991)  0.128
H (1.305, 2.669, -1.881)  0.189
H (2.325, 4.746, -1.289)  0.133
H (0.813, 5.235, -0.577)  0.114
H (0.591, 4.373, -3.430)  0.128
H (1.635, 5.714, -3.137)  0.144
H (-0.872, 6.355, -0.852)  0.103
H (-1.091, 4.002, -1.049)  0.125
H (-0.831, 2.932, -2.438)  0.141
H (-1.544, 2.169, 0.414)  0.128
H (-2.821, 0.530, -1.373)  0.106
H (-2.725, 2.010, -2.339)  0.122
H (-4.156, 0.392, 0.545)  0.067
H (-5.591, 1.026, -0.302)  0.093
H (-5.008, 1.775, 1.180)  0.068
H (-3.340, 3.931, -1.096)  0.039
C (1.964, -2.170, 1.281)  -0.357
O (2.698, -1.246, 0.938)  -0.023
N (2.041, -3.418, 0.827)  -0.169
C (1.139, -4.465, 1.284)  -0.049
C (3.057, -3.754, -0.161)  -0.021
H (1.158, -2.028, 2.019)  0.131
H (1.705, -5.274, 1.743)  0.090
H (0.580, -4.875, 0.444)  0.069
H (0.442, -4.060, 2.017)  0.083
H (4.050, -3.552, 0.244)  0.099
H (2.917, -3.146, -1.051)  0.076
H (2.973, -4.803, -0.425)  0.076
C (-2.412, 2.186, 3.822)  -0.307
O (-2.608, 2.339, 2.613)  -0.020
N (-3.031, 1.291, 4.590)  -0.172
C (-2.739, 1.168, 6.008)  -0.032
C (-4.028, 0.416, 3.990)  -0.024
H (-1.682, 2.801, 4.355)  0.112
H (-2.376, 0.162, 6.227)  0.095
H (-3.641, 1.354, 6.591)  0.097
H (-1.978, 1.889, 6.295)  0.092
H (-3.575, -0.175, 3.193)  0.087
H (-4.833, 1.011, 3.558)  0.091
H (-4.434, -0.248, 4.748)  0.092
C (1.754, -3.610, -3.753)  -0.333
O (2.172, -4.513, -3.055)  0.006
N (0.516, -3.089, -3.654)  -0.187
C (0.059, -2.014, -4.510)  -0.055
C (-0.386, -3.632, -2.650)  -0.030
H (2.369, -3.134, -4.536)  0.138
H (-0.219, -1.145, -3.906)  0.074
H (-0.812, -2.333, -5.085)  0.094
H (0.848, -1.725, -5.201)  0.085
H (0.048, -3.512, -1.655)  0.073
H (-0.544, -4.697, -2.825)  0.094
H (-1.339, -3.111, -2.696)  0.085
C (1.133, -8.426, -0.337)  -0.342
O (0.909, -7.339, 0.173)  -0.009
N (1.703, -8.597, -1.538)  -0.190
C (1.948, -9.911, -2.100)  -0.052
C (2.085, -7.411, -2.291)  -0.042
H (0.876, -9.373, 0.164)  0.135
H (3.016, -10.048, -2.280)  0.091
H (1.414, -10.019, -3.046)  0.091
H (1.606, -10.681, -1.413)  0.084
H (2.798, -6.822, -1.716)  0.080
H (1.209, -6.793, -2.474)  0.074
H (2.533, -7.698, -3.238)  0.093

Its total energy is -61068.656 eV. The calculation puts the LUMO energy at -2.818 eV. As for the charge: +1. The calculation puts the HOMO-LUMO gap at 8.04 eV. As for the HOMO energy: -10.9 eV. The value obtained for the largest force on an atom is 1.79 eV/A. The spin multiplicity is 1.